Formula: C22H15AsMnO5
Source: OMol25
Level of theory: ωB97M-V/def2-TZVPD

Structure (XYZ):
```
44
Properties=species:S:1:pos:R:3:forces:R:3
As 0.101975 0.146000 0.082194 2.0973 0.6438 -0.9680
Mn -3.324494 0.372464 -0.808976 2.0940 -6.6422 -2.5410
O -2.238542 1.533290 -3.285839 -3.9613 -4.5935 4.3087
O -5.761959 -1.494917 -2.502646 3.2386 2.5477 2.2980
O -3.579260 2.947461 0.371051 -1.0681 -5.1226 -2.9119
O -3.765105 -0.930320 1.787760 -0.2734 0.5822 -6.0676
O -1.494872 0.698448 -0.046742 -1.9472 -0.6253 -0.4792
C 1.616835 -0.912375 -4.301145 -0.3481 0.1372 0.9507
C 0.406470 -3.671778 1.898046 -0.0782 -0.7912 1.2289
C 0.742836 -0.307182 -1.696105 0.0517 0.0190 0.1153
C -0.484599 -2.132918 3.554062 0.3026 -2.1891 0.8448
C 0.067196 -1.255788 -2.460055 -0.2970 -0.4133 -0.3515
C 0.070150 -1.336958 1.332337 0.2725 -1.1435 -1.4126
C 2.512919 1.408664 1.191375 1.0324 -0.2994 0.2304
C 2.591053 3.682336 2.054445 0.0066 -0.7499 -0.3170
C -0.059984 -3.422596 3.206634 -0.4944 1.3324 0.5047
C 0.497361 -1.567007 -3.756820 0.2050 0.3983 0.2967
C 1.166870 1.553560 0.864473 -0.4135 0.5326 0.4011
C 3.247763 2.458198 1.776569 -1.0345 0.3697 -0.1552
C -4.960357 -0.887845 -1.944199 -2.9202 -2.4757 -2.1431
C 2.285907 0.059627 -3.540899 -0.4170 -0.3676 0.0215
C 0.529100 2.764078 1.150584 0.0017 0.2981 0.1591
C -2.844632 0.884005 -2.501079 5.2155 6.9198 -7.1389
C -3.774700 -0.657540 0.647089 -0.5386 -1.2903 9.5438
C 0.462653 -2.622968 0.971421 -0.0107 2.2324 -1.3810
C -0.436098 -1.098653 2.613938 -0.0530 0.7665 -0.1438
C 1.232060 3.826895 1.742787 -0.0421 -0.2243 -0.1077
C -3.723536 1.920364 -0.183792 -0.6911 10.8733 5.2046
C 1.840614 0.363615 -2.247850 0.2312 0.2279 0.1900
H 2.340522 1.136801 -1.665526 0.0267 -0.1662 -0.1801
H 1.952335 -1.164915 -5.295281 0.0544 0.0244 -0.0689
H -0.521665 2.855377 0.911924 -0.0501 0.2762 0.0419
H -0.815917 -1.752641 -2.047721 0.1958 -0.0907 -0.1452
H 3.022606 0.464520 0.999691 0.0079 0.1585 0.0058
H 0.730337 -4.669500 1.623978 0.0008 0.0055 -0.0470
H -0.083993 -4.218698 3.932765 -0.0198 -0.1088 0.1023
H 0.717446 4.772046 1.963227 0.2332 -0.5277 -0.1515
H -0.844688 -1.933091 4.562358 0.0780 -0.0516 -0.1985
H -0.801682 -0.104515 2.870594 0.0919 -0.1227 0.1038
H -0.030289 -2.315069 -4.339092 0.0489 0.0819 0.0761
H 3.153455 0.564102 -3.962287 -0.2217 -0.0180 0.1860
H 0.809935 -2.809681 -0.050526 -0.0514 -0.0250 0.3650
H 3.142044 4.508172 2.508162 -0.1801 -0.2737 -0.1374
H 4.305928 2.346932 2.019119 -0.3756 -0.1150 -0.1322
```
Positions in Å, forces in eV/Å.

Values from the calculation:
Expectation value of S²: 6.0600
Total charge: +3
E_tot (eV): -125419.164
HOMO-LUMO gap (spin up / spin down) (Ha): 0.1928 / 0.1257
LUMO energy (spin up / spin down) (eV): -12.27 / -14.09
Spin multiplicity: 5
Energy relative to the best compared isomer or geometry (same formula, charge and spin) (kJ/mol): 13.6

Löwdin atomic charge list, values in e, 2 entries: 1.32, 0.46

***

Formula: C5H8NO2
Source: OMol25
Level of theory: ωB97M-V/def2-TZVPD

Structure (XYZ):
```
16
Properties=species:S:1:pos:R:3:forces:R:3
O 2.111527 1.965977 -0.903191 -0.1349 0.1950 0.0778
O 2.539851 0.285876 0.540836 -0.0126 0.0471 0.0994
N 0.480411 -1.212142 -0.271839 0.1791 -0.0600 0.1089
C 1.861998 0.890614 -0.325574 0.0569 -0.0383 0.0282
C 0.590543 0.148587 -0.821889 0.1135 -0.4832 -0.4083
C -0.775565 0.753121 -0.562367 0.1067 -0.0920 -0.3232
C -1.298729 0.102629 0.731363 0.1824 1.2535 -0.3904
C -0.545871 -1.234659 0.768453 -0.7089 -0.0970 0.3796
H -1.405311 0.353194 -1.358121 -0.2431 0.1091 -0.1559
H -0.793063 1.837424 -0.673882 0.0538 0.0121 0.4170
H 1.387287 -1.348320 0.173675 -0.0449 -0.0364 0.0007
H -2.381173 0.111842 0.597192 -0.1326 -0.7147 0.4338
H -1.102552 0.700307 1.627322 0.2011 0.0071 -0.1551
H -1.258757 -2.054411 0.617426 0.1266 -0.1232 -0.0798
H -0.120462 -1.367079 1.768412 0.1012 -0.0898 -0.0506
H 0.709864 0.067041 -1.907817 0.1557 0.1106 0.0179
```
Positions in Å, forces in eV/Å.

Values from the calculation:
Total charge: -1
E_tot (eV): -10901.281
HOMO-LUMO gap (Ha): 0.2930
Structure (SMILES): O=C([O-])[C@@H]1CCCN1
LUMO energy (eV): 4.09
Energy relative to the best compared isomer or geometry (same formula, charge and spin) (kJ/mol): 0.0

Löwdin atomic charge list, values in e, 2 entries: -0.08, -0.08